1) ORCA calculation (ωB97M-V/def2-TZVPD) on a cluster of 3 separate species, C2H9NO in total.

```
13
Properties=species:S:1:pos:R:3:mulliken_charge:R:1
H 2.59050 -2.39621 3.76313 -0.011
H 3.22565 -2.01483 3.94177 0.011
C -1.49546 0.64313 -0.78932 -0.209
C -1.60936 2.07177 -1.12491 -0.252
O -0.47188 1.58877 -0.45427 -0.367
H -1.95595 0.29600 0.13443 0.190
H -1.18190 -0.22833 -1.35414 0.163
H -2.39400 2.67946 -0.69041 0.251
H -1.38740 2.32518 -2.15484 0.216
N 0.99515 -1.18312 -0.07544 -0.641
H 1.17388 -0.33993 -0.60375 0.222
H 0.64194 -1.80860 -0.79258 0.201
H 1.86883 -1.63330 0.20033 0.226
```

Properties
SMILES string	[H][H].C1CO1.N
2S+1	1
HOMO level	-10.19	eV
HOMO-LUMO gap	0.4159	Eh

***

2) ORCA calculation (ωB97M-V/def2-TZVPD) on a cluster of 3 separate species, C2H9NO in total.

```
13
Properties=species:S:1:pos:R:3:mulliken_charge:R:1
H 3.83705 2.99028 -2.43098 -0.004
H 4.34921 2.51054 -2.18246 0.004
C -0.12659 -1.47496 -0.49716 -0.312
C -0.21688 -0.08651 -0.93518 -0.185
O -1.36987 -0.86938 -0.93475 -0.358
H 0.30003 -2.15656 -1.22039 0.235
H -0.12085 -1.68827 0.56006 0.169
H 0.19330 0.20606 -1.89776 0.258
H -0.09909 0.68382 -0.17311 0.164
N -1.96364 -0.04505 2.43169 -0.694
H -1.65012 0.92592 2.38198 0.232
H -1.62671 -0.52062 3.26752 0.236
H -1.50584 -0.47527 1.63053 0.254
```

Properties
SMILES string	[H][H].C1CO1.N
2S+1	1
HOMO level	-10.04	eV
HOMO-LUMO gap	0.4052	Eh

***

3) ORCA calculation (ωB97M-V/def2-TZVPD) on a cluster of 2 separate species, C2H9NO in total.

```
13
Properties=species:S:1:pos:R:3:mulliken_charge:R:1
C 0.00000 0.00000 0.00000 -1.026
C 0.38911 1.39581 -0.23071 -0.276
N -0.72978 2.27822 -0.43245 -0.665
H -0.47216 -0.39743 -0.91418 0.253
H -0.73959 -0.02626 0.81788 0.260
H 0.84712 -0.65251 0.27062 0.326
H 0.97067 1.82141 0.60959 0.305
H 1.03303 1.41782 -1.13090 0.302
H -0.26659 3.10514 -0.82529 0.259
H -0.97086 2.51988 0.53510 0.260
O -1.26159 -4.32288 1.36804 -0.643
H -1.68013 -3.78663 0.65705 0.320
H -1.63296 -5.22624 1.24859 0.323
```

Properties
SMILES string	CCN.O
2S+1	1
HOMO level	-9.55	eV
HOMO-LUMO gap	0.3844	Eh

***

4) ORCA calculation (ωB97M-V/def2-TZVPD) on a cluster of 3 separate species, C2H9NO in total.

```
13
Properties=species:S:1:pos:R:3:mulliken_charge:R:1
H 1.26414 -1.95730 -5.00112 -0.001
H 1.61324 -2.55629 -5.23325 0.001
C 3.14984 2.13038 2.43892 -0.218
C 2.28682 1.73748 3.53888 -0.276
O 3.65032 2.10240 3.74884 -0.363
H 2.86564 3.12037 1.97881 0.161
H 3.66855 1.50549 1.73698 0.242
H 1.55464 2.38148 3.92580 0.246
H 1.91411 0.71670 3.47089 0.208
N -5.56137 -2.11629 -2.59643 -0.618
H -4.82019 -2.61101 -2.07567 0.209
H -6.30692 -2.78373 -2.49490 0.209
H -5.27882 -1.66966 -3.43775 0.200
```

Properties
SMILES string	[H][H].C1CO1.N
2S+1	1
HOMO level	-9.75	eV
HOMO-LUMO gap	0.4029	Eh

***

Here is how they stack up, most stable first: 3), 2), 1), 4).

***

1) ORCA calculation (ωB97M-V/def2-TZVPD) on a cluster of 3 separate species, C2H9NO in total.

```
13
Properties=species:S:1:pos:R:3:mulliken_charge:R:1
H 3.00369 4.17075 2.37440 0.009
H 2.61376 3.64667 2.73087 -0.009
C -0.10878 -0.45489 -2.36280 -0.328
C 0.07639 -0.18747 -0.96162 -0.372
O -0.83291 -1.22805 -1.43506 -0.371
H -0.57297 0.29944 -2.98690 0.252
H 0.75310 -0.80818 -2.94046 0.233
H -0.49534 0.51666 -0.37115 0.274
H 0.88204 -0.71218 -0.45759 0.289
N -1.21090 -1.18503 1.57843 -0.581
H -2.01233 -0.60990 1.49690 0.183
H -0.77911 -1.76508 0.88402 0.234
H -1.31663 -1.68275 2.45097 0.186
```

Properties
SMILES string	[H][H].C1CO1.N
2S+1	1
HOMO level	-9.50	eV
HOMO-LUMO gap	0.3914	Eh

***

2) ORCA calculation (ωB97M-V/def2-TZVPD) on a cluster of 4 separate species, C2H9NO in total.

```
13
Properties=species:S:1:pos:R:3:mulliken_charge:R:1
N 1.59428 -2.05774 -1.80121 -0.654
H 2.53958 -1.99171 -2.35090 0.231
H 1.13248 7.49843 0.45123 0.000
H 1.52947 -2.97526 -1.46779 0.217
H 1.69947 -1.38636 -1.00018 0.212
C -2.00185 -1.22164 0.80596 -0.272
O -0.80415 -1.92832 1.03036 -0.370
C -0.77375 -0.48929 1.05652 -0.253
H -2.36626 -1.34042 -0.22375 0.195
H -2.64129 -1.53684 1.61352 0.237
H -0.32741 -0.15983 0.17401 0.261
H -0.61609 0.00506 2.16760 0.197
H 1.03552 7.58392 -0.45539 0.000
```

Properties
2S+1	1
HOMO level	-10.03	eV
HOMO-LUMO gap	0.4095	Eh

***

Here is how they stack up, most stable first: 1), 2).